Computed, not measured: a cluster of 11 separate species, C74H144N6O21 in total in a non-equilibrium geometry, with the ωB97M-V functional and the def2-TZVPD basis.

Properties
Molecular weight in g/mol: 1453.99
E_tot in eV: -130996.2923
Total charge: 0
SMILES string: CC1(C)CCCC(C)(C)N1O.CC1(C)CCCC(C)(C)N1O.CC1(C)CCCC(C)(C)N1O.CC1(C)CCCC(C)(C)N1O.CC1(C)CCCC(C)(C)N1O.CC1(C)CCCC(C)(C)N1O.C[C@H]1COC(=O)O1.C[C@H]1COC(=O)O1.C[C@H]1COC(=O)O1.C[C@H]1COC(=O)O1.C[C@H]1COC(=O)O1
E_HOMO in hartree: -0.2966

Atoms and positions in Å:
C  -8.438028  -0.112790  0.387251
C  -6.980358  0.540630  0.881031
C  -5.916378  -0.494820  1.150031
O  -5.181198  -0.557360  -0.009549
C  -5.534478  0.407850  -0.842089
O  -4.975438  0.678190  -1.898999
O  -6.519158  1.152440  -0.255889
H  -8.490358  -0.969620  -0.284459
H  -8.965828  0.767230  0.019711
H  -8.988788  -0.344270  1.298941
H  -7.248568  1.205930  1.701721
H  -6.472788  -1.412450  1.340961
H  -5.387968  -0.043530  1.989821
C  -1.570078  1.325470  -1.864659
C  -1.359278  0.417930  -0.756009
C  0.014252  -0.348040  -0.624799
O  0.369252  -0.020310  0.728591
C  -0.376438  0.946030  1.225551
O  -0.184848  1.530930  2.259891
O  -1.430208  1.138490  0.430481
H  -0.650688  1.857070  -2.110069
H  -2.337508  2.067640  -1.644809
H  -1.965528  0.743690  -2.697279
H  -2.064888  -0.412800  -0.745999
H  0.618142  -0.045240  -1.480219
H  -0.055568  -1.414450  -0.839259
C  -5.151578  3.270020  3.574881
C  -4.006078  3.225970  2.601331
C  -4.509788  3.007660  1.175201
O  -3.705948  3.863170  0.315981
C  -2.946578  4.685330  1.170461
O  -2.164188  5.583910  0.777491
O  -3.415158  4.519370  2.411311
H  -4.863988  3.456340  4.609611
H  -5.771058  2.374140  3.616561
H  -5.737148  4.187560  3.517161
H  -3.288608  2.445810  2.855661
H  -5.570508  3.240240  1.080961
H  -4.382858  1.937880  1.009171
C  -0.389098  6.296160  5.739071
C  -1.078388  5.006190  5.130381
C  -0.328368  3.702230  5.014801
O  -0.701918  3.070540  6.236221
C  -1.865358  3.548540  6.698781
O  -2.422708  3.240120  7.786801
O  -2.063888  4.644610  5.988311
H  0.313402  6.870520  5.135151
H  0.286762  5.932820  6.513211
H  -1.033488  6.957390  6.318411
H  -1.432618  5.402310  4.178701
H  0.747702  3.848360  5.108691
H  -0.662918  3.098730  4.171011
C  -1.556388  7.340770  -3.192899
C  -2.341458  6.082410  -3.398029
C  -3.342048  5.509870  -2.339079
O  -4.403168  4.995290  -3.045369
C  -4.233998  5.262470  -4.330359
O  -5.022638  4.935400  -5.246799
O  -3.160528  6.092220  -4.525029
H  -0.838658  7.452180  -4.005639
H  -1.000448  7.481620  -2.265979
H  -2.184378  8.231290  -3.219119
H  -1.637008  5.253300  -3.464509
H  -3.588498  6.355270  -1.696689
H  -2.765348  4.746490  -1.816809
C  -2.697638  -2.500890  -2.391139
C  -3.275268  -3.931820  -2.355959
C  -3.740678  -4.299790  -3.804689
C  -2.770398  -4.930180  -4.717149
C  -2.039558  -6.035380  -3.999969
C  -1.329458  -5.595900  -2.687479
N  -2.251518  -4.874040  -1.867459
O  -1.707928  -4.601030  -0.580689
C  -0.948198  -6.998420  -2.033589
C  -0.060808  -4.872420  -2.956129
C  -4.478138  -4.018650  -1.358979
H  -2.161158  -2.262210  -1.472809
H  -3.563738  -1.843260  -2.465159
H  -1.982008  -2.098020  -3.107849
H  -4.730828  -4.751970  -3.861569
H  -3.892658  -3.369660  -4.352279
H  -2.049458  -4.151590  -4.966439
H  -3.295158  -5.334380  -5.582799
H  -1.294698  -6.467050  -4.668519
H  -2.726688  -6.858110  -3.802309
H  -1.873728  -7.478620  -1.715939
H  -0.368078  -7.738020  -2.585449
H  -0.455798  -6.843780  -1.073529
H  0.555292  -4.526500  -2.126149
H  0.555832  -5.366760  -3.706769
H  -0.362348  -3.941030  -3.435379
H  -5.261768  -3.308180  -1.622159
H  -4.132918  -3.748340  -0.361059
H  -5.009738  -4.961020  -1.226949
H  -2.308518  -5.136680  -0.057259
C  6.832602  -3.921650  -0.315589
C  5.736892  -3.571140  0.606441
C  5.066132  -2.317760  -0.013779
C  3.754452  -1.930430  0.587111
C  2.762242  -3.108570  0.507021
C  3.329592  -4.443740  1.091111
N  4.764492  -4.643730  0.596531
O  5.218792  -5.885290  1.071791
C  3.174752  -4.391360  2.639251
C  2.404102  -5.616810  0.525081
C  6.211822  -3.068470  2.007761
H  7.648802  -4.493790  0.125501
H  7.366022  -3.057300  -0.711149
H  6.483702  -4.406080  -1.227569
H  5.752052  -1.546080  -0.363239
H  4.840512  -2.679500  -1.016939
H  3.290172  -1.199120  -0.074499
H  3.908272  -1.492080  1.573161
H  2.482662  -3.276440  -0.533049
H  1.775142  -2.869610  0.902781
H  3.999512  -4.943430  3.089901
H  3.306312  -3.385720  3.038601
H  2.193812  -4.781210  2.911051
H  2.473622  -5.612780  -0.562689
H  2.647892  -6.576300  0.981221
H  1.341012  -5.441110  0.689641
H  6.684452  -2.094810  1.878541
H  6.840392  -3.755200  2.574671
H  5.334722  -2.870840  2.623991
H  4.974232  -6.464800  0.346571
C  4.841152  0.369450  -2.140639
C  4.567862  1.737790  -2.815899
C  4.033972  2.751490  -1.750159
C  5.152642  3.319200  -0.757279
C  6.151912  3.965410  -1.669109
C  6.872082  3.004680  -2.609309
N  5.822922  2.272790  -3.432289
O  6.321192  1.541750  -4.569129
C  7.688812  3.891200  -3.560839
C  7.855642  2.094360  -1.730239
C  3.365732  1.355500  -3.739939
H  5.021162  -0.423070  -2.867009
H  4.157722  0.115430  -1.330399
H  5.759662  0.357870  -1.553869
H  3.305742  3.445140  -2.170439
H  3.353172  2.194920  -1.106069
H  5.694412  2.711470  -0.032549
H  4.569382  4.019290  -0.159119
H  6.774272  4.508450  -0.957859
H  5.602642  4.776010  -2.147979
H  8.527812  3.368700  -4.020379
H  7.144152  4.186730  -4.457559
H  8.011022  4.786540  -3.029189
H  8.759012  2.661770  -1.506469
H  7.398782  1.704240  -0.820749
H  8.066952  1.229270  -2.358789
H  2.617282  0.744040  -3.235919
H  3.681362  0.751180  -4.590399
H  2.749792  2.187740  -4.080649
H  6.104042  2.099890  -5.319409
C  -2.567408  3.304880  -7.746529
C  -2.119108  1.860930  -7.092069
C  -3.149898  1.397770  -6.117779
C  -2.940078  -0.001240  -5.675609
C  -3.246428  -0.831330  -6.857139
C  -2.209748  -0.607030  -8.024509
N  -2.032928  0.902940  -8.217879
O  -1.231968  1.325750  -9.285399
C  -0.982008  -1.460250  -7.696389
C  -2.873268  -1.201510  -9.271939
C  -0.849178  2.142740  -6.310109
H  -1.864918  3.776210  -8.433879
H  -2.720768  4.141430  -7.064799
H  -3.432488  3.388890  -8.404319
H  -3.366418  1.969070  -5.215099
H  -4.084578  1.518780  -6.665349
H  -3.683328  -0.030300  -4.878849
H  -1.970018  -0.293040  -5.273189
H  -4.214938  -0.652200  -7.324049
H  -3.234868  -1.897260  -6.629619
H  -0.467598  -1.619650  -8.644059
H  -0.240528  -1.058560  -7.005769
H  -1.249818  -2.491570  -7.466679
H  -2.598888  -0.653620  -10.173399
H  -2.831828  -2.276700  -9.446169
H  -3.961308  -1.175070  -9.212209
H  -0.889228  3.172010  -5.953569
H  -0.041398  2.033940  -7.033819
H  -0.789198  1.554490  -5.394439
H  -0.328938  1.157970  -9.006129
C  -1.289338  -3.032910  7.359281
C  -1.635618  -2.677550  5.872591
C  -2.216368  -3.927490  5.196911
C  -2.994838  -3.565880  3.835011
C  -3.994618  -2.427180  4.229401
C  -3.380708  -1.099540  4.661741
N  -2.504988  -1.429630  5.864011
O  -2.252548  -0.281390  6.698541
C  -2.585638  -0.315450  3.587541
C  -4.598308  -0.219990  5.205831
C  -0.320178  -2.264240  5.069071
H  -2.138228  -3.318580  7.980481
H  -0.756028  -2.271050  7.927811
H  -0.710658  -3.955530  7.403851
H  -1.420738  -4.533150  4.763031
H  -2.760278  -4.352280  6.040601
H  -3.522918  -4.418490  3.408051
H  -2.347388  -3.220580  3.028991
H  -4.716178  -2.657200  5.013331
H  -4.772258  -2.302970  3.475781
H  -1.832178  -0.899180  3.058711
H  -3.296858  -0.088960  2.793211
H  -2.217758  0.501670  4.208091
H  -4.359858  0.843050  5.240251
H  -5.433958  -0.348450  4.517871
H  -4.885088  -0.536120  6.208791
H  0.420152  -1.785770  5.710231
H  -0.566788  -1.567020  4.268351
H  0.213902  -3.082970  4.586841
H  -1.641628  0.314630  6.259081
C  5.845402  2.456260  3.852991
C  4.601192  1.481850  3.999681
C  5.150502  0.003070  4.341611
C  4.116292  -1.019500  4.717901
C  3.297842  -0.376870  5.861761
C  2.690272  0.997770  5.647501
N  3.727972  1.925860  5.042351
O  3.274902  3.234860  4.710991
C  1.525312  0.794260  4.764971
C  2.290292  1.561670  7.062541
C  3.953382  1.479800  2.557361
H  6.163262  2.851070  4.817971
H  5.750342  3.429960  3.372381
H  6.627142  1.891390  3.345161
H  5.788032  -0.309870  3.514731
H  5.937932  0.022380  5.095051
H  4.600332  -1.907840  5.123681
H  3.542802  -1.360170  3.855841
H  3.991032  -0.371380  6.702921
H  2.490662  -1.085740  6.046381
H  0.684282  0.590600  5.427761
H  1.317462  1.761020  4.306411
H  1.582932  0.096620  3.929451
H  3.172462  1.774410  7.666381
H  1.617132  2.411830  6.952121
H  1.611392  0.926250  7.631241
H  3.422762  0.552560  2.341091
H  4.719652  1.485830  1.782181
H  3.291272  2.262890  2.187931
H  3.304542  3.162210  3.754201

Forces on atoms 1 to 2 (eV/Å):
1.0630 1.6663 2.1313
-4.0822 -2.6756 -1.4907